Below is one molecule with the formula C16H23NO3 at a distorted geometry, with properties calculated with ωB97M-V with the def2-TZVPD basis set.

The geometry in ORCA input format:
```
! wB97M-V def2-TZVPD RIJCOSX def2/J DEFGRID3
* xyz 0 1
C 3.516 -2.096 -1.061
O 3.846 -1.173 -0.011
C 2.707 -0.557 0.626
C 3.346 0.329 1.644
C 2.891 1.580 1.908
C 1.828 2.135 1.194
C 1.644 3.467 1.028
C 0.661 3.724 -0.014
N 0.606 2.385 -0.672
C -0.457 2.068 -1.624
C -1.757 1.773 -0.923
C -1.615 0.985 0.388
C -2.905 0.512 1.004
O -3.083 -0.800 0.474
C -0.369 0.784 0.971
C -0.278 0.095 2.301
C -0.557 -1.393 2.212
O 0.056 -2.106 3.294
C 0.927 1.334 0.304
C 1.792 0.208 -0.357
H 4.106 -3.033 -0.922
H 3.780 -1.654 -2.022
H 2.435 -2.419 -1.046
H 2.092 -1.301 1.117
H 4.248 -0.022 2.103
H 3.427 2.207 2.590
H 2.209 4.234 1.499
H 0.963 4.501 -0.728
H -0.309 3.986 0.432
H -0.162 1.153 -2.155
H -0.577 2.884 -2.349
H -2.251 2.737 -0.703
H -2.349 1.188 -1.651
H -3.729 1.186 0.698
H -2.907 0.480 2.083
H -2.191 -1.245 0.439
H 0.665 0.291 2.791
H -1.015 0.552 2.974
H -0.267 -1.852 1.266
H -1.614 -1.517 2.294
H -0.128 -3.057 3.296
H 1.109 -0.495 -0.878
H 2.425 0.697 -1.059
*
```

The LUMO energy is 0.6 eV. As for the structure (SMILES): CO[C@H]1C=CC2=CCN3CCC(CO)=C(CCO)[C@]23C1. The largest force on an atom is 3.15 eV/Å. For the HOMO energy, the calculation gives -8.021 eV. Its gap between HOMO and LUMO is 8.6501 eV. Its relative energy (zero: lowest compared OMol25 entry of this formula, charge and spin) is 4.955 eV. Its total energy is -903.83920 hartree.

Löwdin atomic charge list, values in e, 4 entries:
1 C -0.0966
2 O -0.1633
3 C -0.3216
4 C 0.0137

Below is one molecule with the formula C16H23NO4, with properties calculated with ωB97M-V with the def2-TZVPD basis set.

The geometry in ORCA input format:
```
! wB97M-V def2-TZVPD RIJCOSX def2/J DEFGRID3
* xyz 0 1
C -7.252 -1.019 0.831
C -5.758 -0.881 0.565
C -5.391 0.544 0.156
C -3.887 0.765 -0.002
C -3.293 0.027 -1.200
C -1.800 0.302 -1.346
O -1.142 -0.273 -0.235
C 0.205 -0.176 -0.141
C 0.785 -0.792 0.971
C 2.149 -0.754 1.163
C 2.977 -0.101 0.256
C 4.475 -0.067 0.447
C 5.174 -0.888 -0.656
C 6.553 -1.389 -0.228
O 6.778 -2.551 -0.028
O 7.485 -0.456 -0.090
C 4.977 1.374 0.477
N 4.219 2.214 1.198
O 5.993 1.744 -0.088
C 2.398 0.512 -0.847
C 1.030 0.481 -1.051
H -7.498 -2.040 1.116
H -7.823 -0.766 -0.060
H -7.561 -0.355 1.635
H -5.472 -1.579 -0.224
H -5.203 -1.150 1.466
H -5.894 0.793 -0.781
H -5.763 1.230 0.921
H -3.373 0.437 0.903
H -3.700 1.835 -0.123
H -3.429 -1.048 -1.080
H -3.796 0.340 -2.117
H -1.617 1.385 -1.376
H -1.424 -0.145 -2.277
H 0.139 -1.301 1.669
H 2.578 -1.244 2.025
H 4.717 -0.510 1.421
H 4.564 -1.761 -0.889
H 5.281 -0.279 -1.557
H 7.114 0.453 -0.221
H 3.356 1.914 1.617
H 4.487 3.183 1.262
H 3.023 1.025 -1.562
H 0.620 0.966 -1.921
*
```

The LUMO energy is 0.5 eV. As for the structure (SMILES): CCCCCCOc1ccc([C@@H](CC(=O)O)C(N)=O)cc1. The largest force on an atom is 0.59 eV/Å. For the HOMO energy, the calculation gives -8.841 eV. Its gap between HOMO and LUMO is 9.3742 eV. Its relative energy (zero: lowest compared OMol25 entry of this formula, charge and spin) is 0.000 eV. Its total energy is -979.25185 hartree.

Löwdin atomic charge list, values in e, 4 entries:
1 C -0.1183
2 C -0.2755
3 C -0.2306
4 C -0.2137

Below is C16H24BIrN4O2Si2 as an isolated structure, with properties calculated with ωB97M-V with the def2-TZVPD basis set.

The geometry in ORCA input format:
```
! wB97M-V def2-TZVPD RIJCOSX def2/J DEFGRID3
* xyz 0 5
Ir 0.850 0.668 -0.238
C 2.779 -0.785 2.462
Si 1.143 -0.003 2.077
C 1.004 1.614 3.013
C -0.242 -1.147 2.547
C -0.583 -1.435 3.878
C -1.608 -2.321 4.167
C -2.300 -2.939 3.130
C -1.964 -2.665 1.814
C -0.935 -1.761 1.510
Si -0.400 -1.376 -0.236
C -1.878 -1.081 -1.317
C 0.550 -2.828 -0.902
H 2.755 -1.163 3.490
H 3.600 -0.069 2.377
H 2.986 -1.623 1.793
H 1.633 1.536 3.905
H -0.026 1.794 3.327
H 1.350 2.476 2.439
H -0.049 -0.961 4.697
H -1.870 -2.533 5.197
H -3.102 -3.632 3.352
H -2.516 -3.157 1.018
H -2.488 -1.991 -1.333
H -1.572 -0.856 -2.343
H -2.489 -0.254 -0.953
H -0.012 -3.741 -0.681
H 1.534 -2.917 -0.435
H 0.683 -2.760 -1.984
B -0.636 2.198 -3.209
N 0.445 1.042 -3.306
C 0.815 0.562 -4.498
C 1.770 -0.423 -4.326
C 1.934 -0.496 -2.948
N 1.137 0.391 -2.346
N -0.901 2.740 -1.752
C -1.594 3.859 -1.527
C -1.883 3.955 -0.175
C -1.305 2.820 0.376
N -0.722 2.092 -0.585
H -0.237 3.139 -3.855
H -1.673 1.753 -3.650
H 0.374 0.970 -5.394
H 2.270 -0.998 -5.085
H 2.575 -1.123 -2.351
H -1.854 4.503 -2.352
H -2.431 4.732 0.329
H -1.271 2.481 1.399
O 2.863 1.389 -0.160
O 3.491 0.326 -0.354
*
```

The LUMO energy (spin up / spin down) is 0.6 / -1.7 eV. As for the expectation value of S²: 6.016. The largest force on an atom is 0.74 eV/Å. For the HOMO energy (spin up / spin down), the calculation gives -8.052 / -8.607 eV. Its gap between HOMO and LUMO (spin up / spin down) is 8.6607 / 6.9112 eV. Its total energy is -1701.66243 hartree.

Löwdin atomic charge list, values in e, 4 entries:
1 Ir 1.0795
2 C -0.2059
3 Si 0.4405
4 C -0.2036

Below is C16H24CaN3O16 as an isolated structure at a distorted geometry, with properties calculated with ωB97M-V with the def2-TZVPD basis set.

The geometry in ORCA input format:
```
! wB97M-V def2-TZVPD RIJCOSX def2/J DEFGRID3
* xyz -1 1
Ca 4.393 -21.988 -1.481
O 3.793 -20.139 -0.374
H 2.849 -19.947 -0.415
N 7.105 -21.070 0.682
O 7.950 -21.833 1.204
O 6.224 -21.590 -0.066
O 7.086 -19.873 0.932
N 5.881 -19.203 -3.232
O 6.048 -18.902 -4.438
O 5.597 -20.411 -2.957
O 5.972 -18.367 -2.358
C 3.380 -17.190 -4.017
C 2.102 -17.967 -4.185
C 2.149 -19.001 -5.314
O 2.315 -20.249 -4.646
C 2.140 -20.066 -3.316
O 2.262 -20.917 -2.502
O 1.893 -18.783 -3.022
H 4.212 -17.858 -3.751
H 3.306 -16.477 -3.198
H 3.719 -16.712 -4.938
H 1.235 -17.311 -4.281
H 3.022 -18.820 -5.948
H 1.293 -19.053 -5.991
C 5.063 -24.684 -7.689
C 3.910 -24.101 -6.914
C 3.049 -25.101 -6.125
O 2.856 -24.475 -4.873
C 3.748 -23.462 -4.722
O 3.901 -22.843 -3.730
O 4.447 -23.270 -5.855
H 5.669 -23.863 -8.071
H 4.701 -25.271 -8.538
H 5.689 -25.332 -7.079
H 3.301 -23.397 -7.484
H 3.517 -26.072 -5.975
H 2.107 -25.231 -6.660
C 8.944 -25.330 -5.387
C 8.552 -25.311 -3.932
C 9.419 -24.354 -3.086
O 8.486 -23.659 -2.275
C 7.239 -23.873 -2.735
O 6.266 -23.395 -2.282
O 7.266 -24.702 -3.814
H 8.883 -24.319 -5.786
H 8.316 -26.014 -5.962
H 9.959 -25.712 -5.529
H 8.595 -26.309 -3.491
H 9.959 -23.630 -3.707
H 10.173 -24.846 -2.474
N 1.798 -23.083 -0.221
C 2.244 -23.891 -1.213
C 3.461 -24.426 -0.879
C 3.779 -23.844 0.385
C 2.778 -22.985 0.741
H 1.000 -22.477 -0.246
H 1.695 -23.913 -2.143
H 4.054 -25.058 -1.515
H 4.691 -23.935 0.955
H 2.633 -22.304 1.559
*
```

The LUMO energy is 1.9 eV. The largest force on an atom is 3.21 eV/Å. For the HOMO energy, the calculation gives -3.650 eV. Its gap between HOMO and LUMO is 5.5306 eV. Its relative energy (zero: lowest compared OMol25 entry of this formula, charge and spin) is 0.000 eV. Its total energy is -2669.76615 hartree.

Löwdin atomic charge list, values in e, 4 entries:
1 Ca 1.3716
2 O -0.5337
3 H -0.1145
4 N -0.5976

Below is one molecule with the formula C16H24ClN3O3S at a distorted geometry, with properties calculated with ωB97M-V with the def2-TZVPD basis set.

The geometry in ORCA input format:
```
! wB97M-V def2-TZVPD RIJCOSX def2/J DEFGRID3
* xyz 0 1
C -3.188 -3.269 -0.666
C -2.566 -2.248 0.294
N -3.345 -1.056 0.565
C -4.568 -1.273 1.336
C -5.681 -0.470 0.651
C -5.170 -0.293 -0.778
C -3.654 -0.205 -0.580
C -3.216 1.237 -0.252
N -1.831 1.244 0.150
C -0.861 1.865 -0.545
O -1.055 2.597 -1.493
C 0.521 1.551 -0.031
C 0.921 0.224 0.075
C 2.199 -0.088 0.489
S 2.685 -1.817 0.506
O 3.733 -1.999 1.464
O 1.498 -2.612 0.608
N 3.336 -2.083 -1.007
C 2.387 -2.032 -2.090
C 4.595 -1.426 -1.247
C 3.107 0.904 0.811
C 2.726 2.231 0.710
C 1.442 2.551 0.280
Cl 0.982 4.201 0.171
H -2.522 -4.122 -0.762
H -4.148 -3.623 -0.298
H -3.336 -2.836 -1.654
H -2.372 -2.729 1.257
H -1.599 -1.932 -0.109
H -4.409 -0.940 2.367
H -4.827 -2.336 1.369
H -6.637 -0.989 0.689
H -5.803 0.501 1.131
H -5.577 0.590 -1.266
H -5.415 -1.170 -1.378
H -3.099 -0.531 -1.464
H -3.826 1.635 0.562
H -3.310 1.882 -1.128
H -1.601 0.586 0.880
H 0.244 -0.582 -0.160
H 2.793 -2.565 -2.950
H 2.149 -1.002 -2.388
H 1.484 -2.533 -1.751
H 5.178 -1.501 -0.333
H 5.122 -1.939 -2.052
H 4.467 -0.370 -1.520
H 4.091 0.627 1.154
H 3.413 3.023 0.961
*
```

The LUMO energy is 0.4 eV. As for the structure (SMILES): CCN1CCC[C@H]1CNC(=O)c1cc(S(=O)(=O)N(C)C)ccc1Cl. The largest force on an atom is 1.08 eV/Å. For the HOMO energy, the calculation gives -8.581 eV. Its gap between HOMO and LUMO is 8.9426 eV. Its relative energy (zero: lowest compared OMol25 entry of this formula, charge and spin) is 0.252 eV. Its total energy is -1872.45359 hartree.

Löwdin atomic charge list, values in e, 4 entries:
1 C -0.0760
2 C -0.2364
3 N -0.1547
4 C -0.1681

Below is one molecule with the formula C16H24FNO, with properties calculated with ωB97M-V with the def2-TZVPD basis set.

The geometry in ORCA input format:
```
! wB97M-V def2-TZVPD RIJCOSX def2/J DEFGRID3
* xyz 0 1
F 3.695 -2.074 0.046
C 4.077 -0.768 0.047
C 5.293 -0.482 0.642
C 5.765 0.815 0.674
C 5.005 1.824 0.103
C 3.791 1.532 -0.480
C 3.285 0.228 -0.525
O 2.096 0.100 -1.161
C 1.311 -1.075 -1.040
C 0.719 -1.256 0.359
C -0.079 -0.043 0.837
C -1.358 0.193 0.038
C -2.199 1.318 0.636
C -3.501 1.515 -0.139
N -4.307 0.316 -0.147
C -5.396 0.338 -1.106
C -6.238 -0.858 -0.683
C -6.213 -0.749 0.843
C -4.880 -0.045 1.145
H 5.856 -1.297 1.069
H 6.714 1.034 1.137
H 5.359 2.843 0.116
H 3.188 2.307 -0.928
H 0.513 -0.928 -1.771
H 1.880 -1.964 -1.328
H 1.526 -1.449 1.068
H 0.078 -2.139 0.337
H -0.340 -0.197 1.887
H 0.553 0.847 0.782
H -1.958 -0.717 0.018
H -1.109 0.454 -0.992
H -1.635 2.253 0.616
H -2.427 1.089 1.679
H -4.055 2.375 0.289
H -3.263 1.756 -1.179
H -5.990 1.268 -1.044
H -5.000 0.247 -2.119
H -5.748 -1.777 -1.004
H -7.246 -0.832 -1.093
H -7.049 -0.140 1.190
H -6.281 -1.722 1.325
H -5.045 0.843 1.775
H -4.185 -0.706 1.670
*
```

The LUMO energy is 1.0 eV. As for the structure (SMILES): Fc1ccccc1OCCCCCCN1CCCC1. The largest force on an atom is 0.74 eV/Å. For the HOMO energy, the calculation gives -8.359 eV. Its gap between HOMO and LUMO is 9.3394 eV. Its relative energy (zero: lowest compared OMol25 entry of this formula, charge and spin) is 0.104 eV. Its total energy is -853.91092 hartree.

Löwdin atomic charge list, values in e, 4 entries:
1 F 0.0469
2 C -0.1968
3 C -0.0162
4 C -0.0951

Below is C16H24GaN4S as an isolated structure at a distorted geometry, with properties calculated with ωB97M-V with the def2-TZVPD basis set.

The geometry in ORCA input format:
```
! wB97M-V def2-TZVPD RIJCOSX def2/J DEFGRID3
* xyz 3 1
Ga -0.293 0.508 -0.241
N 0.171 -0.296 -5.195
C 0.383 -0.664 -3.754
C -0.309 -1.995 -3.460
C -0.047 -2.469 -2.024
N -0.750 -1.620 -1.018
C 1.454 -2.518 -1.740
C 2.162 -1.194 -2.024
N 1.778 -0.161 -1.018
C 1.882 -0.730 -3.460
H -0.829 -0.233 -5.434
H 0.583 -1.009 -5.821
H 0.617 0.602 -5.434
H -0.071 0.124 -3.138
H 0.070 -2.774 -4.124
H -1.386 -1.916 -3.628
H -0.443 -3.490 -1.940
H -0.565 -2.056 -0.104
H -1.760 -1.746 -1.142
H 1.895 -3.281 -2.384
H 1.638 -2.837 -0.711
H 3.244 -1.362 -1.940
H 2.392 0.651 -1.142
H 2.063 -0.538 -0.104
H 2.368 -1.448 -4.124
H 2.353 0.242 -3.628
C -1.455 2.521 -2.622
C -1.775 3.074 -1.273
C -2.467 4.272 -1.094
C -2.724 4.719 0.181
C -2.298 3.980 1.300
C -2.541 4.401 2.625
C -2.104 3.644 3.680
C -1.413 2.447 3.450
C -1.156 2.003 2.172
S -0.269 0.466 2.002
C -1.592 2.757 1.052
N -1.362 2.360 -0.230
H -1.831 3.171 -3.409
H -1.928 1.537 -2.718
H -0.367 2.438 -2.718
H -2.793 4.837 -1.950
H -3.259 5.644 0.339
H -3.074 5.325 2.792
H -2.285 3.958 4.697
H -1.076 1.864 4.296
*
```

The LUMO energy is -10.5 eV. The largest force on an atom is 1.93 eV/Å. For the HOMO energy, the calculation gives -16.886 eV. Its gap between HOMO and LUMO is 6.3372 eV. Its total energy is -3165.18785 hartree.

Löwdin atomic charge list, values in e, 4 entries:
1 Ga 0.6943
2 N 0.2510
3 C -0.2965
4 C -0.0769

Below is C16H24INO6Pb as an isolated structure, with properties calculated with ωB97M-V with the def2-TZVPD basis set.

The geometry in ORCA input format:
```
! wB97M-V def2-TZVPD RIJCOSX def2/J DEFGRID3
* xyz 0 1
Pb -0.297 0.725 -0.846
O -2.174 3.988 1.796
C -1.564 2.765 1.582
O -1.916 2.130 0.494
C -0.066 2.946 1.761
O 0.546 1.667 1.654
C 0.172 0.828 2.732
C -1.304 0.851 3.112
O -1.768 -0.068 3.746
O -2.015 1.916 2.797
H -2.981 3.970 1.265
H 0.315 3.561 0.948
H 0.166 3.419 2.720
H 0.441 -0.196 2.474
H 0.725 1.112 3.637
C 2.226 0.346 -1.837
C 2.100 -0.311 -0.584
C 1.187 -1.399 -0.751
C 0.751 -1.396 -2.104
C 1.399 -0.322 -2.770
C 1.284 0.005 -4.229
C -0.159 -2.422 -2.711
C 0.905 -2.469 0.260
C 2.936 -0.052 0.631
C 3.151 1.491 -2.128
H 1.371 1.077 -4.413
H 0.332 -0.325 -4.643
H 2.074 -0.485 -4.805
H -0.968 -2.687 -2.028
H 0.386 -3.340 -2.949
H -0.609 -2.064 -3.637
H 0.906 -2.078 1.279
H 1.669 -3.251 0.214
H -0.065 -2.933 0.086
H 2.425 -0.352 1.546
H 3.193 1.001 0.731
H 3.871 -0.619 0.581
H 4.150 1.135 -2.395
H 3.264 2.150 -1.266
H 2.792 2.096 -2.962
N -3.728 -0.069 0.942
C -2.882 -1.088 0.809
O -1.941 -1.082 0.004
C -3.115 -2.284 1.698
I -3.093 -4.096 0.587
H -3.401 0.830 0.579
H -4.330 -0.043 1.749
H -4.060 -2.234 2.228
H -2.301 -2.343 2.415
*
```

The LUMO energy is 0.1 eV. The largest force on an atom is 0.32 eV/Å. For the HOMO energy, the calculation gives -7.970 eV. Its gap between HOMO and LUMO is 8.0963 eV. Its relative energy (zero: lowest compared OMol25 entry of this formula, charge and spin) is 0.355 eV. Its total energy is -1620.87622 hartree.

Löwdin atomic charge list, values in e, 4 entries:
1 Pb 1.6927
2 O 0.0757
3 C -0.6954
4 O -0.2633